DFT (ωB97M-V/def2-TZVPD) results for a cluster of 7 separate species, C15H45BClO6S6 in total.

As for the net charge: -1. Its lowest unoccupied orbital energy is 0.0656 Eh. For the gap between HOMO and LUMO, the calculation gives 6.09 eV. As for the multiplicity: 1. As for the HOMO energy: -4.31 eV. The strongest force on any atom is 0.94 eV/A. The calculation puts the total energy at -106775.0444 eV.

Each line ends with the Löwdin charge.
Atoms and positions in Å:
B  1.88  -0.08  -0.68  -0.477
C  1.79  1.54  -1.00  -0.319
C  0.41  2.22  -1.10  -0.652
C  -0.86  1.38  -1.03  -0.166
Cl  0.29  3.52  0.24  0.473
H  2.03  -0.22  0.55  -0.017
H  0.86  -0.70  -0.97  -0.018
H  2.81  -0.63  -1.24  -0.021
H  2.32  1.75  -1.93  0.059
H  2.36  2.07  -0.25  0.025
H  0.36  2.82  -2.01  0.072
H  -1.27  1.24  -2.03  0.080
H  -1.62  1.94  -0.49  0.041
H  -0.75  0.42  -0.54  0.011
C  7.07  2.45  -1.33  -0.288
S  5.94  1.18  -0.75  0.794
O  4.81  1.15  -1.70  -0.531
C  5.38  2.07  0.72  -0.272
H  7.50  2.11  -2.27  0.014
H  6.53  3.39  -1.48  0.052
H  7.88  2.60  -0.61  0.048
H  4.94  3.02  0.43  0.055
H  6.23  2.22  1.39  0.043
H  4.63  1.45  1.20  0.051
C  8.08  -1.04  -4.88  -0.264
S  9.36  -0.87  -3.63  0.810
O  8.92  0.22  -2.72  -0.552
C  10.61  -0.18  -4.72  -0.279
H  7.19  -1.42  -4.39  0.058
H  7.88  -0.07  -5.33  0.060
H  8.41  -1.75  -5.64  0.050
H  10.23  0.73  -5.18  0.056
H  10.87  -0.92  -5.48  0.048
H  11.49  0.04  -4.12  0.045
C  -4.12  -2.97  -0.18  -0.293
S  -2.97  -1.61  -0.40  0.788
O  -2.09  -1.96  -1.55  -0.536
C  -2.03  -1.94  1.10  -0.251
H  -4.79  -2.99  -1.04  0.052
H  -3.57  -3.91  -0.12  0.028
H  -4.70  -2.81  0.73  0.012
H  -1.62  -2.95  1.06  0.056
H  -2.68  -1.82  1.96  0.046
H  -1.21  -1.22  1.14  0.048
C  -2.89  -6.33  3.02  -0.257
S  -4.14  -5.95  1.79  0.835
O  -4.64  -4.58  2.10  -0.571
C  -5.38  -7.09  2.41  -0.263
H  -2.03  -5.69  2.83  0.053
H  -3.29  -6.14  4.01  0.060
H  -2.59  -7.38  2.92  0.054
H  -5.61  -6.85  3.45  0.060
H  -5.01  -8.11  2.33  0.052
H  -6.28  -6.98  1.80  0.052
C  -6.62  -2.62  3.20  -0.281
S  -6.88  -2.56  4.98  0.799
O  -8.25  -3.10  5.24  -0.567
C  -7.00  -0.77  5.09  -0.276
H  -6.56  -3.66  2.91  0.021
H  -7.46  -2.14  2.69  0.064
H  -5.69  -2.12  2.96  0.048
H  -7.81  -0.41  4.45  0.056
H  -6.05  -0.32  4.78  0.054
H  -7.21  -0.51  6.13  0.045
C  -1.76  6.18  -1.01  -0.292
S  -3.18  7.06  -0.36  0.795
O  -4.30  6.88  -1.33  -0.566
C  -2.52  8.71  -0.64  -0.285
H  -1.97  5.11  -0.97  0.029
H  -1.58  6.48  -2.04  0.060
H  -0.89  6.39  -0.39  0.039
H  -2.29  8.84  -1.70  0.053
H  -1.62  8.84  -0.04  0.049
H  -3.27  9.43  -0.34  0.042